(1)
Molecular formula: C37H46CoN6O2S5Se
Method: DFT, the ωB97M-V functional and the def2-TZVPD basis

Atoms and positions in Å:
Co  0.9148  -1.9211  0.2077
C  -1.8373  3.9136  2.9494
C  -2.5724  2.5652  2.9337
C  -2.8467  2.1191  4.3781
C  -3.9096  2.7463  2.2164
C  -1.6942  1.5192  2.2552
C  -0.4655  1.1615  2.7990
C  0.3105  0.2008  2.1823
N  -0.0570  -0.4161  1.0553
C  -1.2495  -0.1116  0.5346
C  -2.0727  0.8509  1.0984
C  -1.6690  -0.9454  -0.6271
C  -2.8540  -0.7614  -1.3110
C  -3.2136  -1.6371  -2.3363
C  -2.3348  -2.6716  -2.6051
C  -1.1567  -2.7855  -1.8814
N  -0.8238  -1.9313  -0.9236
C  -4.5433  -1.4632  -3.0601
C  -4.6791  -2.4265  -4.2391
C  -4.6688  -0.0282  -3.5876
C  -5.6767  -1.7385  -2.0604
H  -2.3792  4.6233  3.5792
H  -1.7722  4.3360  1.9429
H  -0.8240  3.8179  3.3441
H  -3.5448  2.8127  4.8512
H  -1.9351  2.1039  4.9776
H  -3.2844  1.1189  4.4040
H  -4.4879  3.5214  2.7222
H  -4.5026  1.8286  2.2286
H  -3.7743  3.0619  1.1787
H  -0.1037  1.6097  3.7160
H  1.2601  -0.1177  2.5907
H  -3.0344  1.0457  0.6483
H  -3.5088  0.0575  -1.0427
H  -2.5423  -3.4066  -3.3696
H  -0.4405  -3.5805  -2.0590
H  -3.8588  -2.3074  -4.9521
H  -5.6139  -2.2263  -4.7659
H  -4.7012  -3.4676  -3.9109
H  -3.8749  0.1960  -4.3060
H  -4.6221  0.7113  -2.7859
H  -5.6272  0.0965  -4.0962
H  -5.5988  -2.7488  -1.6535
H  -6.6459  -1.6404  -2.5565
H  -5.6502  -1.0355  -1.2246
O  0.0895  -8.6054  0.8198
C  0.2939  -7.4175  0.7631
S  -0.3157  -6.2452  1.9386
C  0.3597  -4.8096  1.1862
C  1.0670  -4.9935  0.0683
S  1.8546  -3.6911  -0.8116
S  1.2355  -6.6367  -0.5205
S  0.0890  -3.2521  1.9369
C  5.8558  -0.7221  4.4202
C  5.0401  0.5363  4.6945
C  3.7896  0.6170  3.8278
N  4.1303  0.8312  2.4264
C  3.9089  -0.0272  1.4247
S  3.2151  -1.5426  1.6023
N  4.3289  0.3855  0.1733
C  4.6689  1.6585  -0.3077
O  5.5085  1.7732  -1.1645
C  3.8961  2.8321  0.2057
C  2.5592  2.7148  0.5708
C  1.8512  3.8414  0.9584
C  2.4787  5.0812  0.9915
C  3.8126  5.1986  0.6216
C  4.5182  4.0755  0.2161
H  6.7443  -0.7608  5.0517
H  6.1831  -0.7629  3.3791
H  5.2621  -1.6179  4.6101
H  5.6534  1.4282  4.5272
H  4.7284  0.5690  5.7407
H  3.1370  1.4302  4.1578
H  3.2360  -0.3188  3.8809
H  4.6397  1.6765  2.2215
H  4.5040  -0.3692  -0.4742
H  2.0638  1.7525  0.5214
H  0.8070  3.7476  1.2288
H  1.9245  5.9599  1.2980
H  4.2996  6.1648  0.6410
H  5.5513  4.1469  -0.1001
C  -0.7377  1.3154  -2.8948
N  -0.3272  0.1066  -3.5909
C  -0.9217  -0.3998  -4.7320
C  -0.1894  -1.4641  -5.1145
N  0.8444  -1.5956  -4.2076
C  1.9142  -2.5891  -4.2835
C  0.7663  -0.6274  -3.2704
Se  1.9506  -0.2980  -1.8839
H  -1.7946  1.4862  -3.0917
H  -0.1500  2.1673  -3.2347
H  -0.5708  1.1857  -1.8289
H  -1.8010  0.0430  -5.1682
H  -0.3085  -2.1379  -5.9453
H  1.7162  -3.2277  -5.1409
H  1.9364  -3.1794  -3.3701
H  2.8695  -2.0832  -4.4079

As for the LUMO energy (spin up / spin down): -0.016 / -0.016 Ha. As for the expectation value of S²: 0.7838. The calculation puts the highest occupied orbital energy (spin up / spin down) at -0.21135 / -0.21111 Ha. As for the spin multiplicity: 2.

---

(2)
Molecular formula: C30H46ClF13O14SSi
Method: DFT, the ωB97M-V functional and the def2-TZVPD basis

Atoms and positions in Å:
C  1.3392  -3.5570  3.3281
C  2.4393  -4.0989  2.4612
O  2.3801  -5.1808  1.9361
O  3.5503  -3.3075  2.3093
C  3.6328  -2.5695  1.0770
C  3.5726  -1.0569  1.2482
C  2.4643  -0.5262  2.1582
C  2.6453  0.9664  2.4960
C  1.3815  1.8842  2.4797
Si  0.6585  1.9292  0.6788
C  2.1453  2.0886  -0.4640
C  -0.3006  0.4428  0.0692
C  -0.3933  3.4548  0.3348
C  1.9622  3.3216  2.7246
S  1.2203  4.4741  3.8782
O  2.2523  4.9817  4.7283
O  0.3869  5.3786  3.1363
O  0.2906  3.5890  4.8174
C  -0.4701  2.5060  4.2428
C  -1.6009  3.0023  3.3412
C  -2.8732  3.4010  4.1136
C  -3.9407  2.3336  4.1122
F  -4.8626  2.6073  5.0758
F  -3.4116  1.1127  4.4205
C  -4.7151  2.2037  2.7466
F  -4.1004  2.9809  1.8128
F  -5.9764  2.6483  2.8690
C  -4.7443  0.7829  2.1141
F  -5.3397  0.9129  0.9054
F  -3.4773  0.3962  1.8965
C  -5.5079  -0.3199  2.9316
F  -6.0494  0.2366  4.0263
F  -4.6472  -1.2699  3.3264
C  -6.6666  -1.0262  2.1717
F  -7.5706  -0.1182  1.8027
F  -7.2428  -1.8480  3.0626
C  -6.2261  -1.8840  0.9253
F  -6.4620  -3.1641  1.1362
F  -4.9255  -1.7382  0.6772
F  -6.8947  -1.5032  -0.1507
C  0.4909  1.4667  3.6648
Cl  -0.4824  -0.0069  3.3908
H  1.7185  -2.9597  4.1573
H  0.6871  -2.9171  2.7249
H  0.7611  -4.3947  3.7160
H  2.8642  -2.9270  0.3836
H  4.6002  -2.8140  0.6305
H  4.5346  -0.7066  1.6416
H  3.4737  -0.6449  0.2385
H  1.4812  -0.7396  1.7417
H  2.5387  -1.0983  3.0869
H  3.0457  1.0443  3.5156
H  3.4079  1.4004  1.8433
H  2.7249  2.9999  -0.3002
H  1.7686  2.0723  -1.4917
H  2.8246  1.2382  -0.3651
H  0.3007  -0.4641  -0.0399
H  -0.6404  0.7083  -0.9415
H  -1.1988  0.2164  0.6469
H  -0.1167  3.8237  -0.6582
H  -1.4548  3.1971  0.3303
H  -0.2243  4.2753  1.0330
H  1.9629  3.8988  1.7950
H  2.9962  3.2644  3.0700
H  -0.9309  2.0186  5.1077
H  -1.2779  3.8792  2.7895
H  -1.8287  2.2331  2.5991
H  -3.2913  4.3190  3.6976
H  -2.6492  3.6095  5.1646
H  1.1584  1.2006  4.4926
C  2.3112  2.0497  -5.9811
O  1.2055  1.9825  -5.0756
C  0.2287  1.1615  -5.4647
O  0.2183  0.5072  -6.4735
O  -0.7294  1.1915  -4.5404
C  -1.8501  0.3438  -4.8133
H  3.0156  2.7464  -5.5370
H  2.7746  1.0715  -6.0928
H  1.9881  2.4158  -6.9534
H  -1.5398  -0.6974  -4.8718
H  -2.3360  0.6365  -5.7417
H  -2.5365  0.4756  -3.9822
C  -5.7118  -3.2088  -3.8849
O  -4.6148  -3.0461  -4.7890
C  -4.9176  -3.2685  -6.0684
O  -5.9985  -3.5809  -6.4928
O  -3.8156  -3.0787  -6.7922
C  -3.9901  -3.2808  -8.1982
H  -5.3150  -2.9946  -2.8969
H  -6.5123  -2.5113  -4.1235
H  -6.0895  -4.2286  -3.9201
H  -4.7268  -2.5857  -8.5959
H  -4.3022  -4.3031  -8.4016
H  -3.0197  -3.0911  -8.6462
C  8.8779  -1.3721  0.7939
O  9.4474  -2.0125  -0.3507
C  8.5971  -2.1938  -1.3593
O  7.4389  -1.8643  -1.3724
O  9.2459  -2.8014  -2.3497
C  8.4455  -3.0648  -3.5059
H  9.6812  -1.2949  1.5200
H  8.5128  -0.3799  0.5357
H  8.0647  -1.9696  1.2020
H  8.0673  -2.1364  -3.9292
H  7.6139  -3.7201  -3.2545
H  9.1040  -3.5558  -4.2155

Its SMILES is CC(=O)OCCCC[C@]1([Si](C)(C)C)CS(=O)(=O)O[C@@H](CCC(F)(F)C(F)(F)C(F)(F)C(F)(F)C(F)(F)C(F)(F)F)[C@H]1Cl.COC(=O)OC.COC(=O)OC.COC(=O)OC. As for the LUMO energy: 0.010 Ha. The calculation puts the highest occupied orbital energy at -0.38333 Ha.

---

(3)
Molecular formula: C34H47BClIrN7OS3
Method: DFT, the ωB97M-V functional and the def2-TZVPD basis

Atoms and positions in Å:
Ir  -0.3744  -1.0388  0.0349
C  2.7140  -1.2329  4.8508
C  3.6776  -0.3001  4.1173
C  4.4972  0.4688  5.1487
C  4.6234  -1.0584  3.1888
N  2.8895  0.6910  3.2931
C  3.0071  2.0651  3.4079
C  2.2002  2.6271  2.4886
N  1.5896  1.6051  1.7886
B  0.5925  1.6907  0.6507
N  -0.7511  2.3301  0.9969
C  -1.0374  3.6734  0.9143
C  -2.3229  3.8385  1.2761
N  -2.8421  2.5959  1.5864
C  -1.8692  1.6779  1.3888
S  -2.0084  -0.0514  1.5366
C  -4.3036  2.4706  1.9626
C  -5.1046  2.6317  0.6731
C  -4.6190  3.5894  2.9577
C  -4.6353  1.1410  2.6277
N  1.1508  2.1512  -0.6870
C  2.2611  2.9096  -0.9835
C  2.3864  2.9277  -2.3239
N  1.3668  2.1605  -2.8627
C  0.6202  1.6870  -1.8434
S  -0.7981  0.6871  -1.8490
C  1.2654  2.0122  -4.3626
C  0.9797  3.4011  -4.9308
C  0.1624  1.0555  -4.7881
C  2.6096  1.4727  -4.8542
C  2.0148  0.4268  2.2991
S  1.5395  -1.1580  1.7692
H  3.2616  -1.7504  5.6374
H  2.2854  -1.9834  4.1924
H  1.9061  -0.6688  5.3185
H  5.0475  -0.2580  5.7431
H  3.8665  1.0407  5.8302
H  5.2304  1.1289  4.6852
H  5.2023  -1.7687  3.7783
H  5.3191  -0.3731  2.7031
H  4.0848  -1.6159  2.4248
H  3.6385  2.5297  4.1389
H  1.9974  3.6649  2.2904
H  0.3475  0.5205  0.4752
H  -0.3099  4.3967  0.5898
H  -2.9097  4.7341  1.3346
H  -4.9547  3.6153  0.2272
H  -6.1663  2.5181  0.8899
H  -4.8191  1.8703  -0.0542
H  -4.5636  4.5823  2.5161
H  -3.9540  3.5461  3.8205
H  -5.6403  3.4579  3.3108
H  -4.5868  0.3057  1.9365
H  -5.6607  1.2132  2.9886
H  -3.9930  0.9400  3.4849
H  2.8725  3.3635  -0.2242
H  3.1150  3.4189  -2.9399
H  0.0438  3.7964  -4.5349
H  0.8899  3.3330  -6.0143
H  1.7797  4.1066  -4.7090
H  -0.8248  1.4012  -4.4905
H  0.3198  0.0505  -4.3994
H  0.1884  1.0049  -5.8762
H  3.4154  2.1965  -4.7438
H  2.5292  1.2361  -5.9142
H  2.8833  0.5606  -4.3219
O  -0.5372  -3.1680  1.1859
C  -1.8221  -3.7673  1.0495
C  -2.3050  -3.5464  -0.3537
C  -3.1505  -4.4683  -0.9478
C  -3.6865  -4.1923  -2.1934
C  -3.3430  -3.0038  -2.8144
C  -2.4622  -2.1540  -2.1765
N  -1.9535  -2.4070  -0.9648
H  -0.2890  -3.1177  2.1183
H  -2.5287  -3.3017  1.7454
H  -1.7672  -4.8349  1.2657
H  -3.3907  -5.3854  -0.4276
H  -4.3565  -4.8945  -2.6705
H  -3.7352  -2.7380  -3.7853
H  -2.1473  -1.2346  -2.6496
Cl  2.7623  -3.9447  0.2764
C  1.6389  -4.0926  -1.0253
C  1.0472  -5.3168  -1.2489
C  0.1667  -5.4821  -2.3121
C  -0.1158  -4.4090  -3.1629
C  0.4617  -3.1868  -2.9372
C  1.3637  -2.9637  -1.8528
C  1.9185  -1.6972  -1.6566
H  1.2935  -6.1490  -0.6040
H  -0.2786  -6.4514  -2.4898
H  -0.7786  -4.5492  -4.0062
H  0.2549  -2.3512  -3.5961
H  1.7094  -0.9308  -2.3909
H  2.7076  -1.5239  -0.9418

As for the LUMO energy (spin up / spin down): -0.162 / -0.263 Ha. As for the expectation value of S²: 8.8085. The charge is +2. The calculation puts the highest occupied orbital energy (spin up / spin down) at -0.43014 / -0.47651 Ha. As for the spin multiplicity: 6.

---

Here are the calculated M numbers, same order: 905.0 973.3 904.5 (g mol⁻¹).
Here are the calculated energy above the lowest of the compared OMol25 structures with the same formula, charge and spin numbers, same order: 42.9 12.6 49.6 (kJ/mol).